[1]
ORCA calculation (wB97M-V/def2-TZVPD) on a structure of composition C33H37N2OPtS3Si at a distorted geometry.

Output
Maximum force   1.0 eV Å⁻¹
DFT total energy   -83454.4028 eV
Charge   +3
Gap between HOMO and LUMO   6.03 eV
Relative energy (zero: lowest compared OMol25 entry of this formula, charge and spin)   0.00 kcal/mol

Positions of all 78 atoms, in Å:
1 Pt 1.13145 -0.55855 -1.05461
2 S 1.99135 1.02234 0.38982
3 C 0.90457 0.74412 1.69036
4 N 0.49389 1.69095 2.46960
5 C -0.41811 1.37239 3.58965
6 C -0.03435 0.05153 4.19258
7 N 0.03184 -0.97752 3.13679
8 C -0.36836 -2.36778 3.47544
9 C -1.66950 -2.76040 2.81250
10 C -1.76359 -3.98512 2.16510
11 C -2.96842 -4.38528 1.60374
12 C -4.07661 -3.55284 1.67220
13 C -3.98349 -2.32211 2.31138
14 C -2.78426 -1.93097 2.88731
15 C 0.47277 -0.66484 1.95873
16 S 0.59661 -1.86536 0.74483
17 C 0.81655 3.13962 2.25053
18 C -0.40511 3.98673 2.44385
19 C -0.46644 4.90620 3.48342
20 C -1.60405 5.68500 3.65150
21 C -2.67730 5.53719 2.78698
22 C -2.61575 4.61977 1.74308
23 C -1.47973 3.84809 1.56720
24 H -1.43950 1.37110 3.20540
25 H -0.34013 2.17240 4.32249
26 H -0.78058 -0.25747 4.92063
27 H 0.93676 0.09281 4.69207
28 H -0.42330 -2.40923 4.56189
29 H 0.43898 -3.03162 3.15610
30 H -0.90348 -4.64540 2.12621
31 H -3.04691 -5.35747 1.13470
32 H -5.02213 -3.87279 1.25373
33 H -4.85403 -1.68403 2.38925
34 H -2.73775 -0.98626 3.42107
35 H 1.21686 3.22244 1.24090
36 H 1.60668 3.39112 2.95998
37 H 0.37774 5.03083 4.15303
38 H -1.64781 6.40922 4.45365
39 H -3.56231 6.14534 2.91803
40 H -3.44912 4.52281 1.05985
41 H -1.41937 3.15259 0.73476
42 O -0.65868 1.98770 -1.91152
43 S 0.16023 1.00735 -2.60594
44 C 0.63941 1.47665 -4.21527
45 C -0.28241 2.16487 -4.99971
46 C 0.10797 2.51732 -6.27924
47 C 1.37723 2.18060 -6.74390
48 C 2.28171 1.50019 -5.93643
49 C 1.91887 1.14527 -4.64784
50 C -0.70298 -0.56475 -2.64403
51 C -2.00999 -0.64765 -2.18546
52 C -2.55033 -1.90360 -1.96514
53 C -1.78733 -3.06461 -2.16195
54 C -0.48324 -2.97809 -2.59688
55 C 0.10861 -1.71734 -2.82806
56 H -1.26088 2.42677 -4.61792
57 H -0.57799 3.05740 -6.91743
58 H 1.66804 2.46389 -7.74681
59 H 3.27120 1.26588 -6.30439
60 H 2.62058 0.65044 -3.98723
61 H -2.57377 0.25748 -1.99652
62 H -3.57825 -1.99016 -1.63595
63 H -2.23772 -4.03412 -1.99664
64 H 0.08067 -3.87811 -2.80583
65 H 1.03576 -1.65456 -3.39788
66 C 2.98708 -3.53888 -1.36467
67 Si 3.38571 -1.83059 -0.82007
68 C 4.15077 -1.69519 0.84293
69 C 4.08537 -0.72556 -2.12799
70 H 3.90519 -4.13022 -1.26195
71 H 2.68693 -3.57799 -2.41212
72 H 2.23139 -4.02235 -0.74322
73 H 5.13944 -2.16398 0.76266
74 H 3.59556 -2.24677 1.60158
75 H 4.29917 -0.66770 1.16820
76 H 5.15326 -0.99477 -2.16853
77 H 4.05541 0.34036 -1.90133
78 H 3.68346 -0.91475 -3.12321

Here are the Mulliken charges for atoms 1 to 5, given in e: number 1, Pt, carries 1.620; number 2, S, carries -0.497; number 3, C, carries 0.347; number 4, N, carries 0.087; number 5, C, carries -0.601



[2]
ORCA calculation (wB97M-V/def2-TZVPD) on a structure of composition C33H38As2N7Rh.

Output
Maximum force   0.3 eV Å⁻¹
DFT total energy   -169940.9169 eV
Charge   +2
Gap between HOMO and LUMO   6.36 eV
Relative energy (zero: lowest compared OMol25 entry of this formula, charge and spin)   1.95 kcal/mol

Positions of all 81 atoms, in Å:
1 Rh -0.44727 -0.30892 -0.43857
2 C 1.34498 -1.48697 2.64652
3 As -0.35989 -1.15674 1.80808
4 C -1.30533 -2.84025 1.95835
5 C -1.31176 0.09630 2.91637
6 C -1.17322 0.12334 4.29856
7 C -1.90798 1.03432 5.04538
8 C -2.78538 1.90528 4.41558
9 C -2.92564 1.87974 3.03432
10 C -2.18278 0.97992 2.28027
11 As -2.35648 0.91333 0.35557
12 C -4.12423 0.16504 0.10932
13 C -2.44941 2.73020 -0.27071
14 H 1.17942 -1.99015 3.59799
15 H 1.87116 -0.54917 2.81163
16 H 1.93922 -2.12993 1.99925
17 H -1.42573 -3.10233 3.00852
18 H -0.73483 -3.61983 1.45473
19 H -2.28851 -2.74984 1.49911
20 H -0.49531 -0.55502 4.80237
21 H -1.79517 1.06328 6.12054
22 H -3.36078 2.60960 5.00082
23 H -3.61129 2.56940 2.55655
24 H -4.85640 0.94869 0.30344
25 H -4.26728 -0.63887 0.82891
26 H -4.24906 -0.19479 -0.90699
27 H -3.34323 3.20625 0.12899
28 H -2.50603 2.71420 -1.35877
29 H -1.56055 3.26779 0.05314
30 C -0.91708 0.02469 -3.62196
31 N -0.40882 0.56958 -2.35726
32 C 0.24382 1.68001 -2.35416
33 C 0.72740 2.16225 -1.11102
34 C 1.45249 3.26782 -0.68496
35 C 1.61615 3.13204 0.69756
36 C 0.98871 1.94943 1.07986
37 N 0.44828 1.37161 -0.01258
38 C -2.38396 0.32046 -3.80431
39 C -2.78590 1.53212 -4.35796
40 C -4.13364 1.82384 -4.50459
41 C -5.09127 0.89957 -4.10832
42 C -4.69758 -0.31747 -3.57168
43 C -3.34740 -0.60418 -3.41708
44 H -0.74953 -1.05418 -3.62599
45 H -0.33257 0.44690 -4.44228
46 H 0.42848 2.22320 -3.27813
47 H 1.81289 4.07099 -1.30715
48 H 2.11975 3.81457 1.36142
49 H 0.87868 1.53763 2.07005
50 H -2.04362 2.24680 -4.69576
51 H -4.43725 2.76290 -4.94733
52 H -6.14221 1.11815 -4.24070
53 H -5.44401 -1.05180 -3.29660
54 H -3.04368 -1.57533 -3.03578
55 C 0.37874 -3.33348 -1.83979
56 C 1.48764 -2.37048 -1.60840
57 N 1.37166 -1.23510 -0.93815
58 C 2.61648 -0.63978 -0.89682
59 C 3.49155 -1.44663 -1.54455
60 N 2.76925 -2.53178 -1.99190
61 C 3.31679 -3.71015 -2.67011
62 N 3.29065 -4.86145 -1.83286
63 N 2.32131 -5.80396 -2.02633
64 N 2.43711 -6.71134 -1.14766
65 C 3.50186 -6.40225 -0.32167
66 C 4.03209 -7.09032 0.77255
67 C 5.11556 -6.52195 1.40041
68 C 5.66841 -5.30261 0.95862
69 C 5.15777 -4.61382 -0.11977
70 C 4.05909 -5.19845 -0.75253
71 H -0.57692 -2.85499 -1.60219
72 H 0.48403 -4.22259 -1.21682
73 H 0.33820 -3.67687 -2.87352
74 H 2.78423 0.30668 -0.41167
75 H 4.54678 -1.34952 -1.73157
76 H 4.33086 -3.46782 -2.98352
77 H 2.71478 -3.93898 -3.54747
78 H 3.60703 -8.03064 1.09453
79 H 5.56726 -7.02059 2.24665
80 H 6.52932 -4.90369 1.47830
81 H 5.60541 -3.68900 -0.45901

Here are the Mulliken charges for atoms 1 to 5, given in e: number 1, Rh, carries -0.260; number 2, C, carries -1.376; number 3, As, carries 1.623; number 4, C, carries -1.242; number 5, C, carries -0.094



[3]
ORCA calculation (wB97M-V/def2-TZVPD) on a structure of composition C33H38AuN5O2S2Sb at a distorted geometry.

Output
Maximum force   2.1 eV Å⁻¹
DFT total energy   -78274.3466 eV
Charge   +1
Gap between HOMO and LUMO (alpha / beta)   3.69 / 3.69 eV
Relative energy (zero: lowest compared OMol25 entry of this formula, charge and spin)   28.88 kcal/mol

Positions of all 82 atoms, in Å:
1 Au 0.01956 -0.10337 0.72362
2 C -5.25881 -2.02228 0.42471
3 C -4.74811 -1.34822 1.52523
4 C -3.65090 -0.51144 1.39193
5 C -3.07425 -0.35552 0.13869
6 C -3.57582 -1.02428 -0.97411
7 C -4.67261 -1.85841 -0.82319
8 N -1.94788 0.49913 -0.01034
9 C -2.15533 1.74162 -0.43162
10 C -3.45837 2.26563 -0.69089
11 C -3.61295 3.53002 -1.19489
12 C -2.50496 4.33283 -1.46545
13 C -1.22165 3.86320 -1.21606
14 C -1.04063 2.60819 -0.68294
15 N 0.22675 2.03130 -0.44146
16 N 1.19846 2.75188 -0.68566
17 C 2.45878 2.05866 -0.59903
18 C 3.58030 2.87258 -0.53587
19 C 4.82269 2.25353 -0.53672
20 C 4.86951 0.87183 -0.62488
21 C 3.67490 0.16382 -0.69484
22 N 2.48151 0.74229 -0.67448
23 H -6.11668 -2.66977 0.53661
24 H -5.19869 -1.46950 2.49985
25 H -3.23845 0.00012 2.24965
26 H -3.11961 -0.86970 -1.94328
27 H -5.07576 -2.37291 -1.68522
28 H -4.31744 1.64770 -0.48030
29 H -4.60320 3.91822 -1.38616
30 H -2.65040 5.32627 -1.86280
31 H -0.35000 4.46784 -1.42073
32 H 3.46663 3.94410 -0.49549
33 H 5.72905 2.83919 -0.48451
34 H 5.81132 0.34328 -0.65081
35 H 3.68836 -0.91858 -0.76627
36 C 2.20042 -4.83192 1.75253
37 C 1.37179 -4.83143 0.47332
38 C 0.73651 -6.19821 0.23383
39 Sb -0.02470 -3.18106 0.41294
40 C -0.44474 -2.82926 -1.66472
41 C -1.28471 -3.93730 -2.28575
42 C 0.84002 -2.56315 -2.43552
43 C -1.91090 -3.69112 1.30558
44 C -2.32742 -5.15220 1.20830
45 C -1.91454 -3.22758 2.75590
46 H 2.92753 -5.64412 1.71154
47 H 1.57366 -5.00141 2.63130
48 H 2.74060 -3.89741 1.90595
49 H 2.01902 -4.59009 -0.37660
50 H 0.09186 -6.49438 1.06363
51 H 1.52962 -6.94481 0.16004
52 H 0.15622 -6.25004 -0.68607
53 H -1.03570 -1.90914 -1.62174
54 H -0.74349 -4.88097 -2.32522
55 H -1.53779 -3.67382 -3.31414
56 H -2.22021 -4.10025 -1.75130
57 H 1.49162 -3.43902 -2.44994
58 H 1.39644 -1.72099 -2.01540
59 H 0.61191 -2.31979 -3.47421
60 H -2.59101 -3.07887 0.70665
61 H -1.73856 -5.77780 1.88198
62 H -2.26025 -5.56906 0.20275
63 H -3.36745 -5.23144 1.52948
64 H -1.18112 -3.78066 3.34856
65 H -2.89228 -3.40810 3.20048
66 H -1.70039 -2.16660 2.85690
67 O -1.00412 1.20621 5.48915
68 S -1.09961 -0.14795 5.04811
69 O -2.37827 -0.79557 4.99978
70 N -0.39598 -0.28684 3.54454
71 C 0.67755 -0.99237 3.58423
72 S 1.62780 -1.22918 2.14554
73 C 1.03755 -1.55868 4.91003
74 C 2.10338 -2.36393 5.27118
75 C 2.19633 -2.76321 6.59812
76 C 1.24847 -2.36318 7.53516
77 C 0.17696 -1.55036 7.17394
78 C 0.10055 -1.16806 5.85358
79 H 2.84188 -2.66831 4.54194
80 H 3.01752 -3.39125 6.91361
81 H 1.35056 -2.68679 8.56159
82 H -0.55935 -1.23475 7.89708

Here are the Mulliken charges for atoms 1 to 5, given in e: number 1, Au, carries 1.162; number 2, C, carries -0.592; number 3, C, carries -0.852; number 4, C, carries 0.110; number 5, C, carries -0.640



Question: Which value of DFT total energy does entry 3 give?
Answer: -78274.3466 eV



Question: Which of these has the highest charge?
Answer: C33H37N2OPtS3Si